[1]
ORCA calculation (ωB97M-V/def2-TZVPD) on 2 unconnected molecules or ions with the total composition C3H12N3O at a distorted geometry.

XYZ file:
```
19
Properties=species:S:1:pos:R:3:forces:R:3
C 1.855797 2.038441 0.336383 -1.02 -0.44 1.71
C -1.097094 0.851556 1.009416 0.50 0.97 -2.22
C -0.639476 -2.708595 -1.425837 -1.85 -2.30 -1.39
N -1.605382 -3.689691 -1.291315 5.11 -1.69 -4.06
N 1.343692 0.679084 0.141174 -0.09 -0.38 0.53
N -0.083594 0.752979 -0.149952 -0.15 0.46 1.11
O -0.737508 -1.729345 -0.725925 0.48 1.51 0.75
H 2.863074 2.159680 0.644539 1.14 -0.73 -0.23
H 1.651245 2.657200 -0.474741 0.03 0.62 -2.06
H 1.334508 2.546548 1.116846 -0.68 0.31 1.07
H -0.924879 0.102928 1.728171 0.23 -0.93 0.72
H -1.085091 1.841934 1.397988 0.17 0.64 0.59
H -2.018689 0.727192 0.458126 -0.49 -0.28 0.36
H 0.075199 -2.817003 -2.303964 -0.51 -0.08 1.24
H -1.456095 -4.656211 -1.717148 -0.53 2.15 0.88
H -2.294103 -3.523484 -0.674167 -2.79 0.38 2.66
H -0.334445 -0.211515 -0.535970 0.28 0.80 -0.89
H -0.219566 1.639785 -0.717445 0.08 -1.91 0.18
H 1.423994 0.063916 0.983616 0.09 0.90 -0.92
```
Positions in Å, forces in eV/Å.

The calculation puts the molecular weight at 106.15 g mol⁻¹. Its HOMO energy is -14.1 eV. Its multiplicity is 1. The total charge is +1. The energy above the lowest of the compared OMol25 structures with the same formula, charge and spin comes out at 289.1 kJ/mol. For the orbital gap, the calculation gives 11.45 eV. As for the total energy: -9815.816 eV.

[2]
ORCA calculation (ωB97M-V/def2-TZVPD) on 2 unconnected molecules or ions with the total composition C3H12N3O at a distorted geometry.

XYZ file:
```
19
Properties=species:S:1:pos:R:3:forces:R:3
O 3.026724 -1.477490 0.653040 -0.05 0.21 -0.72
C 2.165936 -1.817907 1.410679 0.90 -0.24 1.08
C 0.743712 -1.962941 1.002382 -1.59 0.39 -0.92
N 0.599351 -1.365188 -0.361059 -0.10 0.50 -0.55
H 2.431641 -2.007618 2.460337 -0.32 -0.18 0.09
H 0.345131 -2.977760 0.970991 0.54 -0.20 0.16
H 0.054864 -1.435616 1.667546 0.29 0.12 0.15
H -0.036027 -1.857112 -0.986735 -0.02 -0.26 0.26
H 0.251384 -0.295736 -0.342876 0.16 -0.28 0.48
H 1.522873 -1.367057 -0.808608 0.15 -0.03 0.11
N -2.126472 2.673575 -1.082471 1.26 -0.02 0.40
C -1.625692 1.379478 -0.650813 -0.39 -0.19 -0.54
N -0.232195 1.246189 -0.171277 0.18 -0.46 -0.07
H -1.739176 3.375743 -0.449455 -0.53 0.07 -0.03
H -1.725026 2.908844 -1.987172 -0.21 -0.06 -0.04
H -2.257962 1.004439 0.153690 -0.02 -0.03 -0.02
H -1.707183 0.698010 -1.504661 -0.24 0.06 0.14
H 0.435815 1.729156 -0.763281 -0.08 0.29 0.11
H -0.127706 1.548999 0.789736 0.08 0.31 -0.09
```
Positions in Å, forces in eV/Å.

The calculation puts the molecular weight at 106.15 g mol⁻¹. Its HOMO energy is -13.4 eV. Its multiplicity is 1. The total charge is +1. The energy above the lowest of the compared OMol25 structures with the same formula, charge and spin comes out at 205.4 kJ/mol. For the orbital gap, the calculation gives 10.08 eV. As for the total energy: -9816.684 eV.

[3]
ORCA calculation (ωB97M-V/def2-TZVPD) on 2 unconnected molecules or ions with the total composition C3H12N3O at a distorted geometry.

XYZ file:
```
19
Properties=species:S:1:pos:R:3:forces:R:3
C -2.378589 -2.379989 1.725809 3.96 1.52 -1.20
N -3.589829 -2.704409 1.483439 -4.08 -1.17 -0.66
N -1.693299 -1.607899 0.888500 0.07 0.87 -0.80
N -1.748429 -2.914809 2.740909 0.96 -0.74 1.89
C 0.000000 0.000000 0.000000 0.35 0.53 -0.18
C -0.236020 -1.223369 0.857170 -0.50 -1.72 0.45
H -4.177039 -2.172189 0.836570 0.45 -0.54 0.45
H -3.852209 -3.657609 1.746289 -0.34 0.79 -0.14
H -2.083889 -1.493239 -0.050020 -0.11 0.01 0.70
H -2.271509 -3.190769 3.575639 0.53 0.07 -0.54
H -0.726340 -2.879939 2.766059 -0.81 -0.02 0.26
H 0.761640 -0.221730 -0.766390 -0.35 0.22 0.33
H 0.376920 0.810310 0.646490 -0.24 -0.19 -0.51
H -0.915860 0.350160 -0.505160 0.37 -0.16 0.23
H 0.191730 -2.147989 0.424100 0.46 0.66 0.14
H 0.208600 -1.085110 1.861479 -0.65 -0.14 -0.36
O -3.684689 0.897250 1.156940 -0.68 0.37 -0.78
H -4.521739 0.616670 0.722340 0.78 0.57 0.47
H -3.590999 1.848649 0.923860 -0.17 -0.95 0.25
```
Positions in Å, forces in eV/Å.

The calculation puts the molecular weight at 106.15 g mol⁻¹. Its HOMO energy is -14.3 eV. Its multiplicity is 1. The total charge is +1. The energy above the lowest of the compared OMol25 structures with the same formula, charge and spin comes out at 102.1 kJ/mol. For the orbital gap, the calculation gives 11.36 eV. As for the total energy: -9817.755 eV.

[4]
ORCA calculation (ωB97M-V/def2-TZVPD) on 2 unconnected molecules or ions with the total composition C3H12N3O at a distorted geometry.

XYZ file:
```
19
Properties=species:S:1:pos:R:3:forces:R:3
N 1.733337 1.716812 1.261717 0.33 -0.91 0.59
C 2.003597 0.751449 0.272171 0.11 -1.07 -0.69
O 1.432117 -0.656212 0.592343 -0.28 2.22 -2.06
H 0.745307 1.806851 1.397159 -0.61 0.40 0.05
H 2.094207 1.373155 2.160888 0.07 0.57 -0.38
H 1.577581 1.024148 -0.720810 0.17 -0.25 0.78
H 3.081408 0.614340 0.144454 -0.24 -0.01 0.05
H 1.900039 -0.898666 1.355989 0.94 -0.76 1.77
C -1.787836 1.032739 -1.110831 -0.55 0.04 0.42
N -0.761177 -2.359585 0.057756 -0.92 0.60 -0.95
C -1.461623 -1.302811 -0.413710 0.02 -1.53 0.05
N -1.043652 -0.080985 -0.503291 0.19 0.20 -0.10
H -1.696465 1.891211 -0.433311 -0.14 -0.19 -0.26
H -2.859585 0.758988 -1.193775 0.70 0.18 -0.02
H -1.388431 1.314976 -2.091217 -0.03 -0.27 0.23
H 0.261908 -2.303249 0.153224 -0.75 0.08 0.10
H -1.228066 -3.272212 -0.042932 0.65 0.79 0.21
H -2.482169 -1.510175 -0.769628 0.46 0.08 0.26
H -0.120496 0.099225 -0.116198 -0.12 -0.17 -0.08
```
Positions in Å, forces in eV/Å.

The calculation puts the molecular weight at 106.15 g mol⁻¹. Its HOMO energy is -14.1 eV. Its multiplicity is 1. The total charge is +1. The energy above the lowest of the compared OMol25 structures with the same formula, charge and spin comes out at 162.2 kJ/mol. For the orbital gap, the calculation gives 10.95 eV. As for the total energy: -9817.132 eV.

[5]
ORCA calculation (ωB97M-V/def2-TZVPD) on 2 unconnected molecules or ions with the total composition C3H12N3P2 at a distorted geometry.

XYZ file:
```
20
Properties=species:S:1:pos:R:3:forces:R:3
C 0.514775 -0.249594 -0.155171 3.63 -0.62 -0.25
C -1.445287 2.252784 0.241155 1.61 1.03 2.93
C -1.218379 0.863090 0.989137 -3.49 2.69 0.64
N 1.547261 -1.684181 -1.510793 -2.54 1.75 1.21
N -0.698535 -0.176288 0.227539 -0.99 -2.70 -2.98
N 1.557263 0.435902 0.397811 -2.00 -1.66 -2.48
P 2.829117 -2.346551 -0.766069 -0.04 -1.78 1.44
P -1.880043 -1.497888 -0.365292 -0.26 0.58 1.27
H -2.039375 3.059090 0.825754 1.14 -1.71 -0.23
H -0.458565 2.768299 -0.020503 -1.50 -1.01 -0.19
H -2.115365 2.016652 -0.499137 -0.98 -0.21 -2.62
H -0.570272 0.944605 1.775290 1.30 0.76 2.53
H -2.216765 0.503355 1.378331 1.16 0.61 -0.14
H 0.750699 -2.222255 -1.896775 0.83 0.28 0.68
H 2.371703 0.460395 -0.186340 0.47 0.14 0.27
H 1.556195 0.796781 1.313653 0.03 0.64 0.97
H 3.639118 -1.263374 -0.603171 0.60 0.81 0.18
H 2.662859 -2.719494 0.720213 -0.14 0.54 -1.91
H -3.145843 -0.732018 -0.177046 1.41 -0.44 -0.46
H -1.640561 -1.209310 -1.688587 -0.23 0.30 -0.87
```
Positions in Å, forces in eV/Å.

The calculation puts the molecular weight at 152.10 g mol⁻¹. Its HOMO energy (alpha / beta) is -12.8 / -12.8 eV. Its multiplicity is 1. The total charge is +1. The energy above the lowest of the compared OMol25 structures with the same formula, charge and spin comes out at 290.9 kJ/mol. For the orbital gap (alpha / beta), the calculation gives 7.65 / 7.65 eV. As for the total energy: -26342.145 eV.

[6]
ORCA calculation (ωB97M-V/def2-TZVPD) on 2 unconnected molecules or ions with the total composition C3H12N3S at a distorted geometry.

XYZ file:
```
19
Properties=species:S:1:pos:R:3:forces:R:3
C -0.191837 -1.141203 -2.127696 0.29 0.28 0.26
C 0.863510 -0.158544 -1.609405 0.29 -0.09 0.04
S 0.144223 1.196432 -0.628289 -0.01 0.07 -0.01
N -1.175356 -0.521190 -3.004639 -0.19 -0.99 -0.32
H -0.703091 -1.571342 -1.263442 -0.09 0.00 -0.01
H 0.288652 -1.967791 -2.663673 -0.01 -0.02 -0.08
H 1.427012 0.242438 -2.463397 -0.16 0.06 -0.08
H 1.619245 -0.692933 -1.018674 -0.17 -0.11 0.07
H -0.717219 -0.258419 -3.867764 -0.07 0.35 0.08
H -1.549501 0.289114 -2.539119 0.13 0.47 0.07
N 1.218779 0.298349 2.738496 -0.27 0.11 -0.24
C 0.106558 -0.653878 2.691784 -0.33 0.16 -0.15
N -1.191587 -0.153936 2.281945 -0.20 -0.62 -0.19
H 1.217552 0.751759 1.818034 0.18 -0.10 -0.04
H 0.931084 1.043710 3.364875 0.10 0.05 0.15
H 0.344951 -1.444352 1.981229 0.28 -0.01 0.00
H 0.004774 -1.114559 3.674003 0.01 -0.08 0.12
H -1.637443 0.457563 2.939181 0.08 0.36 0.20
H -1.158658 0.249263 1.344369 0.14 0.11 0.13
```
Positions in Å, forces in eV/Å.

The calculation puts the molecular weight at 122.22 g mol⁻¹. Its HOMO energy is -2.9 eV. Its multiplicity is 1. The total charge is -1. The energy above the lowest of the compared OMol25 structures with the same formula, charge and spin comes out at 8.3 kJ/mol. For the orbital gap, the calculation gives 6.89 eV. As for the total energy: -18612.367 eV.

[7]
ORCA calculation (ωB97M-V/def2-TZVPD) on 2 unconnected molecules or ions with the total composition C3H12N3S at a distorted geometry.

XYZ file:
```
19
Properties=species:S:1:pos:R:3:forces:R:3
C -0.981048 1.178484 1.279482 2.52 2.48 -2.11
C 1.069631 0.115983 -1.107351 -2.84 0.24 1.66
C -0.796062 0.243891 0.147106 -0.80 -2.42 -2.02
N 1.439411 -1.164500 -0.663679 -0.93 0.95 -1.11
N 1.685611 1.173143 -0.624935 4.27 -0.92 1.71
N -0.690045 -1.138216 0.781900 -1.59 -1.12 0.54
S -2.315486 0.124116 -0.827455 -0.48 1.08 0.20
H -1.868344 0.986743 1.735987 -2.61 -0.77 1.82
H -1.133867 2.257866 0.900134 0.95 -1.50 0.77
H -0.125031 0.968935 1.935000 -0.24 0.97 0.24
H 0.590493 0.355743 -2.077840 0.03 -1.11 0.59
H 0.997640 -1.841160 -1.257100 0.58 -0.71 -0.34
H 2.391226 -1.322961 -0.423302 0.83 -0.23 -0.11
H 2.493165 1.181570 0.026910 -1.16 -0.33 -0.71
H 1.315435 2.028142 -0.813115 -0.99 2.75 -0.76
H 0.321090 -1.420114 0.516314 -0.78 -0.27 1.04
H -1.422808 -1.826167 0.448297 1.30 0.87 -0.79
H -1.086855 -1.165688 1.744705 1.59 0.44 0.02
H -1.884152 -0.735813 -1.721064 0.34 -0.43 -0.64
```
Positions in Å, forces in eV/Å.

The calculation puts the molecular weight at 122.22 g mol⁻¹. Its HOMO energy is -11.6 eV. Its multiplicity is 1. The total charge is +1. The energy above the lowest of the compared OMol25 structures with the same formula, charge and spin comes out at 403.3 kJ/mol. For the orbital gap, the calculation gives 8.57 eV. As for the total energy: -18602.060 eV.

[8]
ORCA calculation (ωB97M-V/def2-TZVPD) on 2 unconnected molecules or ions with the total composition C3H12N4 at a distorted geometry.

XYZ file:
```
19
Properties=species:S:1:pos:R:3:forces:R:3
C 1.638839 -1.180603 -0.390649 -0.41 -3.24 -2.25
C -2.182770 -0.670774 0.861059 3.19 -3.16 -2.27
C 1.792264 0.235819 0.027192 2.77 0.45 1.80
N -1.788408 0.222253 -1.246511 0.34 -0.04 0.82
N 0.596192 2.141371 0.421554 4.67 0.19 1.17
N -1.648274 0.443429 0.129348 -1.09 -0.50 -2.15
N 0.771940 1.081557 -0.347944 -1.98 0.49 -0.64
H 1.087472 -1.871301 0.257958 -0.04 0.67 0.65
H 1.019686 -1.371942 -1.354852 1.31 0.93 1.14
H 2.618647 -1.745013 -0.524099 -0.99 1.04 0.01
H -2.356672 -1.581663 0.098503 -0.16 1.69 1.75
H -1.308524 -1.064337 1.492909 -1.39 0.56 -0.28
H -3.032754 -0.455076 1.428021 -1.32 0.32 0.92
H 1.943310 0.254623 1.174569 -0.04 0.07 -1.37
H 2.739445 0.664691 -0.424933 -0.41 -0.55 0.48
H -1.205327 0.912427 -1.735188 -0.22 -0.74 0.22
H -1.694103 -0.766856 -1.635037 -0.05 1.62 1.01
H -0.310209 2.412043 0.577661 -2.51 0.70 0.29
H 1.319248 2.339348 1.190448 -1.67 -0.51 -1.29
```
Positions in Å, forces in eV/Å.

The calculation puts the molecular weight at 104.16 g mol⁻¹. Its HOMO energy (alpha / beta) is -7.5 / -7.2 eV. Its multiplicity is 1. The energy above the lowest of the compared OMol25 structures with the same formula, charge and spin comes out at 531.3 kJ/mol. For the orbital gap (alpha / beta), the calculation gives 8.66 / 8.18 eV. As for the total energy: -9260.798 eV.

[9]
ORCA calculation (ωB97M-V/def2-TZVPD) on a gas-phase ion, C3H12N5 (charge +1) at a distorted geometry.

XYZ file:
```
20
Properties=species:S:1:pos:R:3:forces:R:3
H -2.400957 -1.855800 0.880213 0.49 1.46 0.22
N -2.335652 -0.878739 1.239813 -1.93 -2.42 0.78
C -1.651322 -0.000279 0.744064 1.87 2.33 -0.30
N -1.535587 1.292553 1.309534 -0.15 -2.83 2.26
N -0.786838 -0.181632 -0.414804 1.63 -0.62 -1.10
N -0.584369 -1.459670 -0.693578 0.14 -3.65 -0.16
N 0.689963 0.480541 -0.311015 0.69 1.05 0.47
C 1.568489 -0.130148 0.727329 -0.96 -1.85 -0.69
C 1.373730 0.654404 -1.689291 -2.03 0.28 0.09
H -2.209427 1.366296 2.077845 0.54 -0.43 0.00
H -1.694128 2.092705 0.816721 -0.27 2.24 -2.57
H -0.420139 -2.301112 -0.049139 -0.32 2.48 -0.25
H -0.323523 -1.767979 -1.619209 -0.46 0.83 -0.24
H 0.481741 1.415254 0.034225 -0.10 0.05 -0.06
H 1.006850 -0.903533 1.246334 -0.01 -0.14 -0.07
H 2.496000 -0.544283 0.380656 0.09 -0.31 -0.80
H 1.845111 0.555308 1.438631 0.31 2.02 1.61
H 1.380293 1.723036 -1.909127 -0.03 -0.15 0.06
H 2.372049 0.276076 -1.783580 0.35 -0.43 0.65
H 0.727716 0.167004 -2.425623 0.15 0.09 0.13
```
Positions in Å, forces in eV/Å.

The calculation puts the molecular weight at 118.16 g mol⁻¹. Its HOMO energy is -13.7 eV. Its multiplicity is 1. As for the structure (SMILES): [H]/N=C(/N)N(N)[NH+](C)C. The total charge is +1. The energy above the lowest of the compared OMol25 structures with the same formula, charge and spin comes out at 463.6 kJ/mol. For the orbital gap, the calculation gives 10.68 eV. As for the total energy: -10746.602 eV.

[10]
ORCA calculation (ωB97M-V/def2-TZVPD) on 5 unconnected molecules or ions with the total composition C3H12NO at a distorted geometry.

XYZ file:
```
17
Properties=species:S:1:pos:R:3:forces:R:3
C 2.208063 -0.300257 -1.178429 1.39 -0.80 0.74
C 1.968624 0.570473 -0.147556 -1.97 1.34 0.12
C 1.607831 0.249774 1.146639 2.67 -0.05 0.17
N -1.498794 1.210831 -0.577374 0.99 0.56 -0.90
H 2.339859 -1.369427 -1.010164 -0.48 0.06 0.08
H -9.429684 0.207200 -1.043363 -0.32 -1.64 1.29
H 2.491039 0.021813 -2.168225 -0.37 0.34 -0.22
H 1.784208 1.624865 -0.345057 0.28 -0.14 -0.54
H 1.971810 -0.645863 1.634929 -0.69 -0.74 -0.23
H -9.805667 -1.711811 0.466376 0.32 1.64 -1.29
H 1.390690 1.035301 1.858466 -0.72 0.17 -0.18
H -1.283089 0.306098 -0.209987 -0.83 0.19 0.27
H -1.994285 1.214558 -1.450435 -0.10 -0.15 0.07
H -1.700021 2.012008 -0.010701 -0.18 -0.38 0.42
H -0.806233 -2.287691 0.966582 -0.93 -0.38 -0.21
H -0.337660 -0.944692 0.925987 -0.50 0.49 -0.05
O -1.157631 -1.417354 0.715339 1.45 -0.53 0.48
```
Positions in Å, forces in eV/Å.

The calculation puts the molecular weight at 78.13 g mol⁻¹. Its HOMO energy is -11.0 eV. Its multiplicity is 1. The total charge is +1. The energy above the lowest of the compared OMol25 structures with the same formula, charge and spin comes out at 1159.8 kJ/mol. For the orbital gap, the calculation gives 2.61 eV. As for the total energy: -6825.394 eV.